No. 1
14
Properties=species:S:1:pos:R:3:forces:R:3 method="wB97M-V/def2-TZVPD" max_force_ha_per_bohr=0.121 multiplicity=5 s_squared=6.0037 total_charge=+3 homo_energy_ev="-20.249 / -20.298" gap_ha="0.2579 / 0.2601"
O 0.998 -1.195 0.742 4.2 -1.5 -1.3
C 0.351 -0.332 1.201 -4.8 2.9 2.8
C -0.787 0.250 1.531 2.4 0.2 -0.2
Li 2.857 -0.700 -0.504 1.1 0.4 0.6
Nd -0.109 -2.195 -0.992 -1.1 -1.9 -1.5
H -1.249 -0.012 2.472 -0.1 -0.1 0.4
H -1.056 1.189 1.070 -0.1 0.3 -0.1
C -3.142 -2.069 0.606 0.3 6.0 -0.9
C -2.431 -1.089 -0.299 -1.4 -4.5 1.3
O -3.774 -1.493 1.656 1.7 -1.2 -2.1
H -3.238 -3.141 0.465 0.2 0.0 -0.2
H -2.214 -1.525 -1.277 -1.1 -0.3 -0.4
H -2.447 -0.017 -0.466 -0.8 0.0 1.0
H -4.202 -2.151 2.212 -0.4 -0.3 0.4

No. 2
25
Properties=species:S:1:pos:R:3:forces:R:3 method="wB97M-V/def2-TZVPD" max_force_ha_per_bohr=0.027 total_charge=-1 homo_energy_ev=-6.080 gap_ha=0.3180
C 5.023 0.535 -0.757 -0.8 0.3 -0.3
C 3.856 0.728 -0.977 -0.4 0.0 -0.1
P 2.137 0.435 -1.292 0.4 -1.2 -0.6
C 1.737 1.329 -2.763 0.2 0.6 0.6
C 1.339 1.937 -3.723 0.0 -0.6 0.7
B 1.101 1.188 0.193 0.0 0.6 0.6
O 1.448 2.379 0.799 0.2 -0.3 -0.1
O 0.063 0.464 0.627 -0.5 0.2 -0.3
C -0.920 0.279 -0.416 0.0 -0.5 -0.6
C -0.924 -1.118 -1.023 0.7 0.7 -0.3
H 6.043 0.356 -0.658 1.0 -0.1 0.3
H 0.860 2.422 -4.509 -0.2 0.5 -0.9
H 1.036 3.081 0.289 0.1 0.4 0.1
H -1.902 0.531 -0.053 -0.1 0.1 0.7
H -0.713 1.006 -1.208 -0.1 0.1 -0.1
H -1.925 -1.441 -1.250 -0.3 -0.2 0.1
H -0.352 -1.079 -1.943 0.1 -0.2 -0.4
H -0.409 -1.801 -0.376 -0.2 -0.4 0.5
F -3.035 -0.112 3.192 -0.1 -0.1 0.6
P -2.495 -1.602 2.724 -0.1 0.0 0.2
F -1.063 -0.820 2.913 0.1 0.0 -0.7
F -3.877 -2.138 3.443 -0.3 -0.6 -0.5
F -3.467 -1.362 1.403 0.3 0.8 -0.3
F -1.867 -2.702 3.777 0.2 0.5 0.6
F -1.693 -2.494 1.587 -0.2 -0.7 0.1

No. 3
113
Properties=species:S:1:pos:R:3:forces:R:3 method="wB97M-V/def2-TZVPD" max_force_ha_per_bohr=0.041 multiplicity=3 s_squared=2.0497 total_charge=+1 homo_energy_ev="-10.180 / -10.889" gap_ha="0.2761 / 0.2145"
Au -0.367 -0.745 -0.595 -0.2 0.6 0.2
C -1.541 4.134 -1.222 -0.1 -0.2 0.0
C -1.121 2.886 -0.454 0.1 -0.5 -0.1
C 0.229 3.062 0.228 -0.1 -0.1 0.1
P -0.995 1.356 -1.499 -0.5 0.3 -0.1
C -2.497 1.236 -2.568 0.3 0.0 0.1
C -2.335 0.038 -3.496 0.0 0.1 0.0
C -3.732 1.127 -1.680 0.1 0.1 0.0
C 0.424 1.587 -2.589 -0.3 0.2 0.0
C 0.411 2.556 -3.580 0.0 -0.2 0.2
C 1.544 2.846 -4.333 0.1 0.0 0.0
C 1.539 3.914 -5.373 0.0 0.0 -0.1
C 2.706 2.108 -4.077 0.0 -0.1 0.1
C 2.730 1.109 -3.139 0.2 -0.1 0.1
C 1.584 0.796 -2.358 0.3 0.4 -0.7
N 1.553 -0.260 -1.540 -1.7 0.3 0.3
C 2.651 -0.974 -1.132 1.7 -1.1 0.5
C 3.633 -0.398 -0.287 -0.5 0.0 -0.4
C 3.465 0.995 0.228 0.0 0.0 0.0
C 4.686 -1.180 0.140 0.0 -0.3 -0.1
C 4.821 -2.515 -0.240 -0.3 0.2 -0.2
C 5.976 -3.330 0.236 0.1 -0.1 0.1
C 3.844 -3.068 -1.065 0.2 0.1 0.2
C 2.758 -2.337 -1.503 0.0 0.6 -0.1
C 1.756 -2.949 -2.426 -0.2 -0.1 0.0
H -1.651 4.958 -0.522 0.0 0.1 0.1
H -2.492 4.002 -1.731 -0.1 0.0 -0.1
H -0.782 4.416 -1.948 0.1 0.1 -0.1
H -1.875 2.632 0.303 0.1 0.0 -0.1
H 0.993 3.356 -0.488 0.1 0.0 -0.1
H 0.530 2.131 0.706 0.1 0.0 0.1
H 0.166 3.828 0.995 0.0 0.1 0.1
H -2.556 2.153 -3.168 0.1 0.0 0.1
H -2.172 -0.885 -2.940 0.0 -0.1 0.0
H -1.488 0.176 -4.165 0.0 -0.1 -0.1
H -3.234 -0.089 -4.095 -0.1 0.0 -0.1
H -3.656 0.266 -1.019 0.0 0.0 0.0
H -4.619 1.009 -2.296 -0.1 0.0 -0.1
H -3.861 2.018 -1.068 -0.1 0.0 0.1
H -0.503 3.097 -3.785 0.0 0.1 0.0
H 0.573 4.407 -5.431 -0.1 0.1 0.0
H 1.777 3.499 -6.352 0.0 0.0 -0.1
H 2.299 4.660 -5.146 0.0 0.1 0.0
H 3.595 2.319 -4.654 0.1 0.0 0.0
H 3.622 0.520 -2.992 0.1 -0.1 0.0
H 2.592 1.030 0.881 0.0 0.1 0.1
H 3.313 1.711 -0.576 0.0 0.2 0.0
H 4.340 1.293 0.798 0.0 0.1 0.1
H 5.425 -0.751 0.802 0.1 0.1 0.1
H 6.853 -2.706 0.394 0.1 0.0 0.0
H 6.219 -4.119 -0.470 0.1 0.0 0.0
H 5.730 -3.802 1.189 0.0 0.0 0.0
H 3.943 -4.095 -1.382 0.0 -0.1 -0.1
H 2.174 -3.814 -2.934 0.0 0.0 0.0
H 1.413 -2.239 -3.175 0.0 0.0 -0.1
H 0.881 -3.284 -1.866 0.0 -0.1 0.0
C 2.782 1.346 5.568 -0.3 0.0 0.0
C 2.046 0.007 5.697 -0.2 0.1 -0.1
C 2.158 -0.466 7.147 -0.2 0.0 -0.1
C 2.796 -0.987 4.800 -0.2 0.0 -0.1
Si 0.172 0.201 5.182 0.1 0.1 0.1
Br 0.372 0.448 2.923 -0.1 -0.1 -0.3
C -0.676 1.874 5.725 0.1 -0.2 -0.1
C -0.478 2.107 7.225 0.1 -0.1 -0.1
C -2.183 1.852 5.442 0.1 -0.2 0.0
C -0.112 3.077 4.958 0.1 -0.2 0.0
C -0.932 -1.385 5.409 0.2 0.2 -0.1
C -0.140 -2.652 5.072 0.1 0.2 0.0
C -2.153 -1.377 4.482 0.1 0.2 -0.1
C -1.415 -1.493 6.858 0.1 0.2 0.0
H 3.846 1.198 5.753 0.1 -0.1 0.1
H 2.424 2.070 6.296 0.0 0.2 0.0
H 2.678 1.760 4.566 0.0 0.1 -0.1
H 3.208 -0.516 7.433 0.2 0.0 0.1
H 1.735 -1.458 7.280 0.0 -0.1 0.1
H 1.660 0.217 7.831 -0.1 0.1 0.2
H 3.840 -1.031 5.108 0.1 0.0 0.1
H 2.780 -0.676 3.757 0.0 0.0 -0.1
H 2.395 -1.992 4.867 0.0 -0.1 -0.1
H -0.846 1.270 7.814 0.0 -0.1 0.2
H -1.026 2.996 7.532 -0.1 0.1 0.0
H 0.570 2.267 7.468 0.1 0.0 0.1
H -2.699 1.131 6.072 -0.1 -0.1 0.0
H -2.388 1.630 4.396 -0.1 0.0 -0.1
H -2.608 2.833 5.659 0.0 0.1 0.1
H 0.959 3.186 5.087 0.1 0.1 0.0
H -0.584 3.990 5.320 -0.1 0.1 0.1
H -0.326 2.997 3.894 0.0 0.0 -0.1
H 0.293 -2.597 4.074 0.1 0.0 -0.1
H -0.805 -3.516 5.092 -0.1 -0.1 0.0
H 0.649 -2.835 5.798 0.1 -0.1 0.0
H -1.857 -1.353 3.436 0.0 0.0 0.0
H -2.815 -0.539 4.668 -0.1 0.1 0.0
H -2.730 -2.289 4.636 0.0 -0.2 0.1
H -0.584 -1.503 7.559 0.1 0.0 0.2
H -1.971 -2.421 6.987 -0.1 -0.1 0.0
H -2.079 -0.674 7.121 -0.1 0.1 0.1
O -1.110 -5.152 -1.799 -0.1 -0.1 0.1
S -1.921 -4.011 -2.078 0.0 0.1 0.0
O -1.905 -3.466 -3.403 -0.2 0.0 0.0
N -1.527 -2.755 -1.009 -0.1 -0.9 -0.3
C -2.524 -2.511 -0.211 0.1 0.3 0.1
S -2.388 -1.193 0.832 0.6 0.4 0.2
C -3.726 -3.313 -0.379 -0.6 -0.4 -0.2
C -4.932 -3.200 0.299 0.3 0.0 -0.2
C -5.992 -3.986 -0.125 -0.1 0.0 0.1
C -5.854 -4.860 -1.197 0.2 0.0 0.0
C -4.640 -4.974 -1.873 0.0 -0.2 -0.1
C -3.595 -4.195 -1.444 0.5 0.4 0.2
H -5.030 -2.503 1.118 -0.1 0.0 0.1
H -6.943 -3.901 0.382 -0.1 -0.1 0.0
H -6.698 -5.450 -1.523 0.0 0.0 0.0
H -4.522 -5.637 -2.714 -0.1 -0.1 -0.1

Number 1: E -23787.248 eV. Number 2: E -46009.235 eV. Number 3: E -163167.097 eV.